[1]
15
Properties=species:S:1:pos:R:3:nbo_charge:R:1 method="wB97M-V/def2-TZVPD" molar_mass_g_mol=100.12 homo_lumo_gap_ev=9.6 total_charge=0 smiles="C[C@H](O)N=C=CN" largest_force_ev_per_a=0.67 multiplicity=1 relative_energy_ev=2.621 energy_ha=-341.9073
N 1.11406 -1.46556 2.31497 -0.83
C 0.43698 -0.26025 1.94069 -0.25
C 0.44066 0.88796 -1.54861 -0.64
C -0.83627 0.08717 -1.39286 0.24
O -1.87814 0.83456 -1.95639 -0.71
C -0.37970 -0.24863 0.90630 0.41
N -1.19733 -0.22907 -0.00318 -0.45
H 2.11452 -1.30438 2.37032 0.36
H 0.80873 -1.76972 3.23432 0.36
H 0.56528 0.67461 2.48822 0.20
H 1.29508 0.33924 -1.14213 0.22
H 0.34223 1.84070 -1.01941 0.22
H -0.73885 -0.88877 -1.89355 0.16
H 0.61784 1.09280 -2.60757 0.23
H -2.70508 0.40936 -1.69112 0.48

---

[2]
26
Properties=species:S:1:pos:R:3:lowdin_spin:R:1 method="wB97M-V/def2-TZVPD" molar_mass_g_mol=406.94 homo_lumo_gap_ev="6.1 / 6.1" s_squared=0.757 total_charge=-2 largest_force_ev_per_a=0.88 multiplicity=2 relative_energy_ev=0.791 energy_ha=-6410.4020
Ti -0.42231 1.10834 0.89105 0.99
O 0.71903 -0.92416 1.94311 0.01
C 1.62903 -1.33572 0.93739 0.00
C 0.88526 -1.53002 -0.36761 0.00
N 0.17789 -0.32198 -0.82157 0.00
C 0.94554 0.58067 -1.68723 0.00
C 0.14128 1.88631 -1.87039 0.00
O 0.32936 2.53908 -2.89142 0.00
O -0.66641 2.17090 -0.91084 0.02
C -1.07712 -0.73065 -1.47061 0.00
C -2.15417 -0.98218 -0.40932 0.00
O -3.05549 -1.77440 -0.67331 0.00
O -2.01067 -0.27991 0.64991 0.00
H 1.14267 -0.13500 2.37069 0.00
H 2.09496 -2.28974 1.21809 0.00
H 2.41123 -0.58023 0.82256 0.00
H 0.13113 -2.30345 -0.20810 0.00
H 1.57756 -1.89025 -1.14226 0.00
H 1.14856 0.14430 -2.67304 0.00
H 1.89115 0.83657 -1.20582 0.00
H -0.94168 -1.61678 -2.09729 0.00
H -1.44817 0.07706 -2.10179 0.00
Se -1.60226 1.12766 4.77020 0.00
C -1.72579 1.88117 3.17933 0.00
N -1.83811 2.38389 2.12496 0.03
Se 1.71753 1.95852 1.62332 -0.06

---

[3]
20
Properties=species:S:1:pos:R:3:nbo_charge:R:1 method="wB97M-V/def2-TZVPD" molar_mass_g_mol=103.17 homo_lumo_gap_ev=9.1 total_charge=0 smiles=C[C@@H](N)CNCN largest_force_ev_per_a=3.42 multiplicity=1 relative_energy_ev=2.113 energy_ha=-324.3973
C 0.44144 -0.00939 -0.11108 -0.22
N -0.49602 -1.06044 0.22285 -0.69
C -0.04203 -2.42874 0.40439 -0.05
N -0.61054 -3.22273 -0.69502 -0.87
C -0.03669 1.52464 -0.18135 -0.03
C 0.04200 2.32043 1.11929 -0.64
N 0.64550 2.25312 -1.23231 -0.89
H 1.11588 -0.20244 -0.93518 0.17
H 1.14090 0.05465 0.77382 0.17
H -1.44123 -1.09274 -0.10360 0.37
H -0.36613 -2.86664 1.37524 0.17
H 1.04276 -2.62982 0.40287 0.19
H -1.58177 -3.52403 -0.65026 0.36
H -0.40270 -2.73523 -1.55876 0.36
H -1.08295 1.22457 -0.27635 0.15
H -0.55044 3.24113 0.98755 0.22
H -0.43682 1.67328 1.87599 0.23
H 1.07746 2.42672 1.51580 0.21
H 0.92400 3.08045 -0.74307 0.39
H 0.61739 1.97322 -2.19081 0.40